No. 1
A 9-piece molecular cluster, C40H74N9O overall in a non-equilibrium geometry, computed with wB97M-V/def2-TZVPD.

Properties
DFT total energy   -2136.28471 hartree
Gap between HOMO and LUMO   9.936 eV
Net charge   +1
Max |F|   0.0206 Eh/bohr
Spin multiplicity   1

```
124
C40H74N9O (wB97M-V/def2-TZVPD)
C 3.3159 0.1191 -0.4595
C 3.0299 -0.7610 -1.6872
O 2.7931 0.0259 -2.8618
C 1.4753 0.0128 -3.3158
C 0.4873 0.7202 -2.3699
C -0.8798 0.0747 -2.3413
C -2.0102 0.7638 -1.5757
C -3.1412 -0.2893 -1.6239
C -2.4614 -1.6169 -1.9565
N -0.9719 -1.3290 -1.8298
H 4.3057 -0.0492 -0.0527
H 2.5504 -0.0670 0.2937
H 3.1921 1.1495 -0.7706
H 2.1392 -1.3703 -1.5061
H 3.8774 -1.4018 -1.9100
H 1.1417 -1.0173 -3.5195
H 1.4660 0.5209 -4.2780
H 0.3263 1.7445 -2.6981
H 0.8863 0.7784 -1.3562
H -1.2323 -0.0165 -3.3742
H -2.2363 1.6781 -2.1098
H -1.6685 0.9481 -0.5585
H -3.8108 -0.0012 -2.4292
H -3.7319 -0.2959 -0.7139
H -2.7739 -2.4973 -1.4059
H -2.6035 -1.8433 -3.0095
H -0.4345 -2.0129 -2.3650
H -0.7362 -1.4307 -0.8413
C 5.0187 -6.0394 -3.5164
C 4.7307 -4.7061 -4.1943
C 3.8533 -3.7890 -3.3369
C 2.5418 -4.3734 -3.0570
N 1.5101 -4.8265 -2.8374
H 4.1020 -6.6076 -3.3474
H 5.6736 -6.6502 -4.1360
H 5.5106 -5.8877 -2.5538
H 4.2463 -4.8764 -5.1575
H 5.6671 -4.1838 -4.3911
H 3.6815 -2.8372 -3.8439
H 4.3392 -3.5784 -2.3848
C -2.9467 -7.1490 -4.8757
C -1.5954 -7.6216 -4.3590
C -0.4644 -6.6328 -4.6588
C -0.2891 -6.4273 -6.0979
N -0.1605 -6.2657 -7.2260
H -2.9497 -7.0541 -5.9626
H -3.7301 -7.8556 -4.6039
H -3.2104 -6.1815 -4.4445
H -1.3521 -8.5942 -4.7904
H -1.6462 -7.7567 -3.2770
H 0.4792 -6.9899 -4.2493
H -0.6700 -5.6653 -4.2027
C -6.9314 -2.1109 -1.2997
C -6.8473 -3.1400 -0.1789
C -5.4506 -3.7512 -0.0351
C -5.0505 -4.4524 -1.2602
N -4.7511 -4.9733 -2.2372
H -6.7215 -2.5613 -2.2712
H -7.9275 -1.6732 -1.3492
H -6.2175 -1.2974 -1.1383
H -7.5722 -3.9355 -0.3557
H -7.1085 -2.6741 0.7720
H -5.4199 -4.4595 0.7911
H -4.7173 -2.9737 0.1824
C 4.1092 3.4878 -3.6029
C 4.5958 4.7416 -2.8856
C 5.2665 4.4327 -1.5418
C 4.3367 3.7713 -0.6260
N 3.5851 3.2510 0.0674
H 3.3502 2.9628 -3.0194
H 3.6698 3.7452 -4.5665
H 4.9298 2.7918 -3.7841
H 3.7600 5.4240 -2.7215
H 5.3169 5.2676 -3.5120
H 5.6197 5.3460 -1.0622
H 6.1265 3.7762 -1.6841
C 2.2124 5.8726 2.0318
C 2.3643 5.7560 3.5429
C 1.2790 6.5201 4.3087
C 1.3141 7.9536 4.0121
N 1.3509 9.0754 3.7782
H 2.3109 6.9087 1.7034
H 2.9736 5.2855 1.5237
H 1.2363 5.5050 1.7078
H 3.3468 6.1218 3.8457
H 2.3122 4.7060 3.8361
H 1.4023 6.3956 5.3850
H 0.2897 6.1443 4.0419
C -2.2708 9.7883 6.2128
C -1.7209 10.1349 7.5905
C -0.7744 9.0604 8.1390
C -1.4476 7.7663 8.2656
N -1.9866 6.7588 8.3639
H -2.8707 8.8774 6.2446
H -2.9090 10.5897 5.8420
H -1.4617 9.6431 5.4937
H -2.5465 10.2805 8.2891
H -1.1735 11.0772 7.5432
H -0.3920 9.3475 9.1186
H 0.0796 8.9304 7.4713
C -7.7077 -0.7261 4.5468
C -6.3555 -0.0808 4.8225
C -5.4430 -0.0626 3.5895
C -5.1580 -1.4196 3.1166
N -4.9323 -2.4984 2.7971
H -7.5983 -1.7742 4.2642
H -8.3362 -0.6896 5.4351
H -8.2346 -0.2089 3.7424
H -5.8516 -0.6086 5.6333
H -6.4978 0.9487 5.1528
H -4.4927 0.4210 3.8180
H -5.9152 0.4904 2.7750
C 3.5177 -3.7053 1.1328
C 4.8531 -4.1813 1.6932
C 6.0101 -3.2329 1.3566
C 6.1878 -3.1106 -0.0905
N 6.2962 -3.0129 -1.2283
H 3.5373 -3.6624 0.0414
H 2.7169 -4.3863 1.4189
H 3.2680 -2.7103 1.5098
H 5.0790 -5.1771 1.3090
H 4.7872 -4.2664 2.7783
H 6.9466 -3.5913 1.7840
H 5.8199 -2.2365 1.7596
```

---

No. 2
C40H74O15Y as an isolated structure in a non-equilibrium geometry, computed with wB97M-V/def2-TZVPD.

Properties
DFT total energy   -2735.20318 hartree
Gap between HOMO and LUMO   7.219 eV
Net charge   +1
Relative energy (zero: lowest compared OMol25 entry of this formula, charge and spin)   24.41 kcal/mol
Max |F|   0.1103 Eh/bohr
Spin multiplicity   1

```
130
C40H74O15Y (wB97M-V/def2-TZVPD)
Y 3.9684 2.2302 -0.4959
C 0.9058 -0.4674 1.0987
C 1.0639 -0.0381 -0.3367
O 2.2422 0.6108 -0.5829
H 0.8609 0.4126 1.7403
H 1.7818 -0.9969 1.4733
H -0.0478 -0.9887 1.1820
H 0.1987 0.6068 -0.4905
H 0.8740 -0.9377 -0.9220
C 4.1772 0.0956 3.0600
C 5.4211 0.8996 2.5681
O 5.3755 1.4993 1.3043
H 3.2842 0.6875 2.8591
H 4.1311 -0.0460 4.1398
H 3.9695 -0.8635 2.5855
H 6.3831 0.4037 2.6974
H 5.4080 1.7303 3.2738
C -1.8834 -1.8456 6.0853
C -1.0275 -0.6114 5.8341
C -1.5041 -0.1123 4.4182
O -2.9208 -0.5319 4.3303
C -3.2212 -1.3511 5.4820
H -1.9731 -2.1263 7.1347
H -1.5462 -2.7017 5.5008
H 0.0237 -0.8950 5.7820
H -1.1808 0.1729 6.5752
H -0.9643 -0.6011 3.6072
H -1.2930 0.9563 4.3765
H -3.8953 -2.1680 5.2241
H -3.7649 -0.6820 6.1490
C 1.3596 -3.7341 -4.2247
C 1.8468 -5.1456 -4.4442
C 1.3052 -5.8654 -3.2490
O 1.3654 -4.8708 -2.1571
C 1.0820 -3.6299 -2.6852
H 0.5091 -3.3841 -4.8098
H 2.1110 -3.0063 -4.5309
H 2.9305 -5.2514 -4.3938
H 1.4759 -5.5624 -5.3806
H 1.9460 -6.7010 -2.9675
H 0.3408 -6.3390 -3.4329
H 1.7400 -2.8953 -2.2210
H 0.0366 -3.4243 -2.4551
C -3.6077 1.7282 1.6779
C -2.2248 1.6107 1.1892
C -2.2378 2.2944 -0.1967
O -3.6514 2.4022 -0.5034
C -4.3543 1.6225 0.3920
H -3.7481 2.7165 2.1158
H -3.9398 0.9391 2.3526
H -1.9454 0.5650 1.0605
H -1.5379 1.8983 1.9852
H -1.7258 1.6556 -0.9164
H -1.8802 3.3183 -0.0879
H -4.4655 0.5977 0.0376
H -5.3553 2.0216 0.5556
C -3.7057 -2.4838 0.9147
C -2.4208 -3.2258 1.1047
C -1.7276 -3.0206 -0.2314
O -2.8325 -3.1581 -1.1365
C -4.0605 -2.6694 -0.5836
H -3.5943 -1.4711 1.3021
H -4.4553 -3.0301 1.4871
H -2.7340 -4.2582 1.2598
H -1.8262 -2.9160 1.9642
H -0.9784 -3.7652 -0.5006
H -1.2042 -2.0739 -0.3648
H -4.7943 -3.4618 -0.7308
H -4.4038 -1.7106 -0.9721
C 0.7313 -3.7905 3.3636
C 0.8998 -4.9072 2.3580
C 1.7935 -4.2519 1.3845
O 2.7028 -3.4794 2.1988
C 2.1162 -3.1418 3.4427
H 0.2585 -4.1596 4.2737
H 0.0080 -3.0823 2.9593
H -0.0559 -5.3089 2.0213
H 1.4614 -5.7104 2.8351
H 1.2169 -3.5528 0.7787
H 2.3023 -5.0127 0.7926
H 1.8912 -2.0754 3.4616
H 2.6618 -3.4693 4.3277
O 2.4888 2.9748 1.4434
C 1.6060 3.6664 1.9120
O 0.4935 3.1529 2.4788
C -0.2765 4.0333 3.2075
C 0.5466 5.3220 3.2573
C 1.5523 5.2171 2.0562
H -0.6473 3.6742 4.1676
H -1.0924 4.2186 2.5089
H 1.0377 5.3969 4.2276
H -0.0423 6.2317 3.1396
H 2.5717 5.6010 2.0961
H 1.0192 5.5112 1.1521
O -2.4961 3.2000 -4.1036
C -2.3679 1.9958 -3.9298
O -1.1648 1.4714 -3.7829
C -1.2795 0.0310 -3.5663
C -2.7357 -0.1479 -3.0639
C -3.5104 0.9841 -3.7119
H -0.5812 -0.3473 -2.8198
H -1.0213 -0.4512 -4.5091
H -2.8921 -0.2156 -1.9873
H -3.1360 -1.0953 -3.4246
H -4.2580 1.4878 -3.0990
H -3.9080 0.7928 -4.7086
O 3.9234 2.1593 -2.8460
C 3.5732 1.5704 -3.8800
O 4.4550 1.0067 -4.7441
C 3.8295 0.1084 -5.6413
C 2.3725 0.0658 -5.1911
C 2.1609 1.2275 -4.2149
H 4.3509 -0.8441 -5.5460
H 4.0042 0.5083 -6.6401
H 2.0344 -0.8766 -4.7602
H 1.6999 0.1878 -6.0401
H 1.4992 0.9779 -3.3854
H 1.7097 2.1035 -4.6810
O 1.8094 3.3151 -1.4669
C 0.9949 4.1446 -1.7873
O -0.0521 4.5123 -1.0274
C -0.8349 5.4233 -1.6979
C 0.2150 6.0885 -2.5900
C 0.9576 4.9022 -3.0730
H -1.2248 6.1469 -0.9821
H -1.7205 5.0080 -2.1788
H 0.8509 6.7100 -1.9595
H -0.2237 6.6526 -3.4131
H 1.9541 5.0582 -3.4860
H 0.2830 4.4224 -3.7822
```

---

Among the records above, which one has the highest DFT total energy?
C40H74N9O